The following is a quantum chemistry calculation of C31H34ClIrN2O4P as an isolated structure, from OMol25.

```
! wB97M-V def2-TZVPD RIJCOSX def2/J DEFGRID3
* xyz 1 1
Ir -0.66319 0.01031 0.31880
Cl -2.52142 6.97504 1.33332
C -2.13860 5.40230 0.76228
C -1.73303 5.23153 -0.56968
C -1.42327 3.97759 -1.02341
C -1.49642 2.83131 -0.19426
O -1.18208 1.69338 -0.70037
C -1.93031 3.01730 1.17228
C -2.03540 1.96696 2.10463
N -1.79028 0.68200 1.89701
C -1.83512 -0.23168 2.91499
C -2.37775 -0.00895 4.19305
C -2.28738 -0.97594 5.17750
C -1.68339 -2.19301 4.93335
C -1.15012 -2.47748 3.66681
C -0.51141 -3.69586 3.35229
C 0.03644 -3.86623 2.09870
C -0.07348 -2.85189 1.16004
N -0.70464 -1.69925 1.41569
C -1.22828 -1.49061 2.64775
C -2.23818 4.32039 1.60818
H -1.66541 6.08145 -1.22980
H -1.09166 3.82666 -2.03827
H -2.29506 2.27553 3.11211
H -2.87342 0.92025 4.42155
H -2.68906 -0.76398 6.15869
H -1.61435 -2.93740 5.71034
H -0.45829 -4.47251 4.09904
H 0.53780 -4.78545 1.84230
H 0.35034 -2.96412 0.17019
H -2.56387 4.47347 2.62513
C 4.91440 2.23529 -3.54937
O 5.42443 1.98472 -2.25747
C 4.61069 1.52082 -1.29909
C 5.19096 1.40909 -0.01522
C 4.44137 0.99499 1.05587
C 3.09039 0.64792 0.93316
C 2.25407 0.33370 2.07473
C 2.85891 -0.05311 3.40412
O 1.02099 0.35256 2.02247
C 2.50368 0.66595 -0.39208
O 1.34891 0.21713 -0.66933
C 3.29619 1.15137 -1.47039
H 5.76152 2.59860 -4.12627
H 4.13320 2.99885 -3.52549
H 4.52091 1.32861 -4.01527
H 6.22708 1.68463 0.09452
H 4.91896 0.96978 2.02146
H 3.92217 0.12614 3.48763
H 2.66960 -1.11801 3.55210
H 2.33205 0.47549 4.19703
H 2.81064 1.20245 -2.43093
C -3.28548 -2.73318 -1.01396
C -1.97734 -2.81267 -1.78595
P -1.10547 -1.18556 -1.84907
C 0.42784 -1.54798 -2.82258
C 0.43025 -2.78539 -3.71405
C -2.14978 -0.16356 -2.97347
C -2.29850 -0.69458 -4.39410
H -3.72706 -3.72306 -0.91705
H -4.00141 -2.09577 -1.52601
H -3.11663 -2.32726 -0.01722
H -2.16081 -3.14550 -2.80812
H -1.31043 -3.53603 -1.31359
H 1.23955 -1.62760 -2.09692
H 0.61712 -0.64826 -3.41264
H 0.30190 -3.69628 -3.13516
H 1.39437 -2.84594 -4.21740
H -0.34097 -2.75020 -4.47819
H -1.69759 0.83081 -2.98963
H -3.12889 -0.06050 -2.49788
H -1.33952 -0.72470 -4.90475
H -2.95524 -0.03476 -4.95671
H -2.73675 -1.69012 -4.40795
*
```

The value obtained for the calculated total energy is -68514.08061 eV. The HOMO energy comes out at -9.875 eV. The value obtained for the HOMO-LUMO gap is 0.21790 Ha.

=====

The following is a quantum chemistry calculation of C31H34FMnN3O9S2 as an isolated structure, from OMol25.

```
! wB97M-V def2-TZVPD RIJCOSX def2/J DEFGRID3
* xyz 0 6
Mn -1.42880 -1.80750 -0.43318
C 0.97772 -7.54833 -0.13362
C 1.16058 -6.31951 0.71243
C 2.43318 -5.67459 0.62178
C 2.67068 -4.48314 1.29659
C 3.82900 -3.50833 1.10409
C 1.71737 -4.06886 2.24027
C 0.62831 -4.86094 2.52294
C -0.14289 -4.60466 3.79085
C 0.30806 -5.97708 1.74703
H 1.49400 -8.43112 0.23507
H 1.26314 -7.35210 -1.17117
H -0.09178 -7.84640 -0.20287
H 3.17283 -5.99187 -0.10370
H 3.42638 -2.48284 0.88543
H 4.46720 -3.82728 0.22702
H 4.43464 -3.55473 2.02591
H 1.78311 -3.11255 2.75517
H 0.19886 -5.22710 4.63498
H -1.21442 -4.75293 3.54623
H 0.04924 -3.53196 4.03707
H -0.57938 -6.55769 1.98946
O -4.08957 0.53070 1.64904
S -3.47176 -0.67177 1.09624
O -2.23160 -1.15045 1.77255
O -3.28800 -0.57933 -0.37005
C -4.67227 -2.03475 1.24908
C -5.95175 -1.58764 1.66749
C -7.08622 -2.40633 1.63303
C -6.99171 -3.66272 0.99561
C -5.74924 -4.16898 0.59724
C -4.56418 -3.40638 0.82567
S -3.06600 -4.37801 0.52709
O -3.42002 -5.64473 -0.04805
O -2.53371 -4.38110 1.90118
O -2.23344 -3.60644 -0.48110
H -6.05791 -0.55038 1.97153
H -8.01315 -2.02754 2.03738
H -7.81941 -4.35238 0.92418
H -5.64051 -5.12561 0.13683
C 2.97186 3.40308 -4.37394
C 1.50995 3.04891 -4.21551
N 1.17410 2.10425 -3.16234
C 0.91935 0.80995 -3.52539
C 0.46954 -0.15679 -2.65458
C -0.15285 -1.47873 -3.13085
O -0.14029 -1.76038 -4.32016
O -0.65748 -2.25097 -2.25542
C 0.48538 0.17543 -1.21942
O 0.08896 -0.55832 -0.24721
C 1.06692 1.43399 -0.85122
C 1.16182 1.79619 0.52554
C 1.44679 3.11339 0.84986
F 1.50074 3.45417 2.20561
C 1.57535 4.19870 -0.07094
C 1.50900 3.80376 -1.43127
C 1.27843 2.45347 -1.81042
N 1.55312 5.53005 0.24599
C 2.67811 6.34534 -0.22419
C 2.19999 7.70423 -0.62214
N 1.07310 8.23150 0.25276
C 1.00063 7.45146 1.55583
C 0.59008 6.00805 1.23280
H 3.15797 3.82959 -5.34937
H 3.62126 2.55359 -4.23983
H 3.25233 4.10838 -3.55168
H 1.03812 2.63749 -5.12991
H 0.89228 3.97670 -3.99987
H 1.21341 0.55985 -4.59998
H 0.84014 1.03809 1.22791
H 1.63274 4.47786 -2.24495
H 3.23390 5.77588 -0.98850
H 3.42589 6.45835 0.58711
H 1.86083 7.72332 -1.65427
H 3.04861 8.40360 -0.60833
H 0.19077 8.19145 -0.27153
H 1.23304 9.23570 0.47130
H 0.29803 7.95842 2.21070
H 1.97358 7.54801 2.08026
H -0.40605 6.00534 0.72287
H 0.51398 5.38297 2.17198
*
```

The value obtained for the calculated total energy is -111303.23551 eV. The HOMO energy (alpha / beta) comes out at -6.990 / -7.157 eV. The value obtained for the HOMO-LUMO gap (alpha / beta) is 0.17007 / 0.17619 Ha. The expectation value of S² is 8.75.

=====

Max |F|, record by record: 3.37, 3.91 eV/Å